Formula: C39H44OPPb
Source: OMol25
Level of theory: the ωB97M-V functional and the def2-TZVPD basis

Last column: Mulliken charge in e.
CARTESIAN COORDINATES (ANGSTROEM)
1 C -0.523 2.149 -1.757  0.563
2 C -1.142 2.551 -0.534  0.155
3 C -2.317 1.766 -0.354  0.662
4 C -2.407 0.850 -1.439  0.703
5 C -1.301 1.089 -2.311  0.164
6 Pb 0.303 -0.222 0.008  1.138
7 C 0.333 -3.170 0.432  0.836
8 C 1.444 -2.721 -0.274  -0.374
9 H 2.438 -2.891 0.153  0.380
10 C 1.346 -1.947 -1.464  -0.483
11 H 0.522 -2.120 -2.167  0.469
12 H 2.248 -1.480 -1.883  0.073
13 C 0.455 -3.701 1.818  -1.450
14 H 1.307 -3.247 2.341  0.323
15 H -0.456 -3.502 2.399  0.268
16 H 0.608 -4.792 1.818  0.376
17 C -0.986 -3.337 -0.256  -0.646
18 H -1.173 -2.597 -1.052  0.040
19 H -1.076 -4.324 -0.748  0.390
20 H -1.823 -3.272 0.453  0.255
21 C -0.666 3.623 0.370  -1.130
22 H 0.434 3.669 0.394  -0.002
23 H -1.034 4.607 0.032  0.318
24 H -1.023 3.462 1.399  0.377
25 C -3.265 1.908 0.777  -1.407
26 H -2.750 1.800 1.744  0.200
27 H -3.741 2.901 0.754  0.404
28 H -4.054 1.145 0.725  0.394
29 C -3.492 -0.136 -1.656  -1.619
30 H -3.869 -0.538 -0.704  0.347
31 H -4.341 0.332 -2.181  0.338
32 H -3.143 -0.982 -2.271  0.303
33 C -1.032 0.374 -3.576  -1.532
34 H -1.359 -0.673 -3.522  0.392
35 H -1.569 0.844 -4.412  0.312
36 H 0.040 0.385 -3.823  0.294
37 C 0.696 2.744 -2.344  -0.843
38 H 1.219 2.025 -2.985  0.122
39 H 0.446 3.622 -2.960  0.403
40 H 1.397 3.079 -1.561  0.064
41 C -0.817 -0.634 2.041  1.000
42 C -0.076 -0.400 3.164  -0.296
43 C -2.123 -1.072 2.103  -0.322
44 C -0.689 -0.479 4.441  -0.576
45 H 0.962 -0.080 3.003  0.194
46 C -2.734 -1.228 3.371  -0.909
47 H -2.686 -1.317 1.198  0.276
48 C -2.019 -0.917 4.533  -0.695
49 H -0.132 -0.187 5.340  0.413
50 H -3.761 -1.610 3.413  0.455
51 H -2.511 -0.997 5.506  0.382
52 O 2.438 0.569 0.575  0.018
53 P 3.823 1.149 0.269  0.498
54 C 4.358 0.532 -1.329  0.507
55 C 4.963 -0.737 -1.384  -0.826
56 C 5.336 -1.288 -2.612  -0.671
57 C 5.096 -0.583 -3.796  -0.588
58 C 4.479 0.674 -3.749  -1.052
59 C 4.097 1.226 -2.522  -0.154
60 C 3.777 2.948 0.334  1.042
61 C 3.101 3.533 1.421  -0.821
62 C 3.117 4.921 1.597  -0.569
63 C 3.794 5.740 0.689  -0.490
64 C 4.479 5.163 -0.386  -0.846
65 C 4.498 3.770 -0.546  -0.357
66 C 5.042 0.577 1.467  0.310
67 C 6.387 0.955 1.319  -0.475
68 C 7.346 0.466 2.213  -0.649
69 C 6.970 -0.380 3.265  -0.532
70 C 5.619 -0.717 3.426  -0.649
71 C 4.652 -0.239 2.535  -0.058
72 H 5.169 -1.279 -0.460  0.397
73 H 5.822 -2.266 -2.638  0.435
74 H 5.407 -1.005 -4.757  0.400
75 H 4.304 1.238 -4.669  0.444
76 H 3.634 2.213 -2.492  0.416
77 H 2.584 2.898 2.144  0.315
78 H 2.594 5.362 2.452  0.424
79 H 3.796 6.826 0.826  0.401
80 H 5.005 5.798 -1.103  0.428
81 H 5.088 3.341 -1.355  0.492
82 H 6.683 1.626 0.507  0.377
83 H 8.394 0.746 2.079  0.406
84 H 7.726 -0.768 3.958  0.382
85 H 5.315 -1.362 4.249  0.428
86 H 3.597 -0.498 2.667  0.118

Charge   +1
HOMO energy (spin up / spin down)   -8.759 / -8.732 eV
Gap between HOMO and LUMO (spin up / spin down)   4.17 / 4.06 eV
ΔE to the lowest compared entry with this formula, charge and spin   23.8 kcal/mol
E_LUMO (spin up / spin down)   -4.584 / -4.673 eV


Formula: C39H45F3INO20Si2
Source: OMol25
Level of theory: the ωB97M-V functional and the def2-TZVPD basis

Last column: Mulliken charge in e.
CARTESIAN COORDINATES (ANGSTROEM)
1 C 3.969 0.114 4.005  -0.806
2 C 2.856 0.399 3.306  -0.017
3 Si 2.535 2.076 2.582  0.232
4 I 2.453 3.703 4.418  -0.286
5 C 3.962 2.546 1.481  -0.649
6 C 4.623 1.362 0.744  -0.368
7 C 6.071 1.067 1.152  -0.772
8 O 6.854 2.232 1.448  -0.155
9 C 7.039 2.515 2.778  0.703
10 C 7.604 1.447 3.685  -1.059
11 O 6.828 3.623 3.174  -0.526
12 O 1.191 1.936 1.638  0.429
13 Si -0.244 2.776 1.691  -0.950
14 C -1.227 2.098 0.231  -0.671
15 C -0.823 0.670 -0.140  -0.850
16 N -1.163 -0.282 0.939  -0.362
17 C -1.287 2.293 3.201  -0.790
18 O -0.477 1.721 4.251  -0.324
19 C -1.106 1.187 5.303  0.933
20 F -0.388 1.409 6.406  -0.254
21 F -1.238 -0.147 5.176  -0.275
22 F -2.335 1.684 5.503  -0.269
23 C -0.135 4.633 1.407  0.924
24 C 1.205 5.039 0.768  -1.833
25 C -0.538 5.523 2.629  -0.333
26 C 0.333 6.752 2.895  -1.488
27 H 4.592 -0.748 3.769  0.278
28 H 4.289 0.707 4.860  0.298
29 H 2.119 -0.391 3.146  0.342
30 H 4.678 3.169 2.014  0.347
31 H 3.518 3.193 0.721  0.168
32 H 4.628 1.593 -0.320  0.137
33 H 4.078 0.419 0.844  0.552
34 H 6.080 0.345 1.967  0.196
35 H 6.552 0.574 0.305  0.286
36 H 7.174 1.609 4.670  0.337
37 H 7.382 0.428 3.388  0.370
38 H 8.681 1.595 3.757  0.299
39 H -2.299 2.163 0.430  0.407
40 H -0.970 2.738 -0.621  0.406
41 H 0.246 0.628 -0.363  0.285
42 H -1.324 0.370 -1.064  0.409
43 H -1.520 -1.137 0.532  0.190
44 H -0.312 -0.503 1.441  0.112
45 H -1.864 3.147 3.563  0.660
46 H -2.016 1.550 2.869  0.555
47 H -0.892 4.854 0.648  0.576
48 H 1.502 4.351 -0.026  0.416
49 H 2.004 5.031 1.513  0.253
50 H 1.170 6.057 0.382  0.463
51 H -1.555 5.883 2.456  0.337
52 H -0.577 4.939 3.551  0.151
53 H -0.017 7.227 3.813  0.421
54 H 1.378 6.494 3.059  0.272
55 H 0.236 7.491 2.099  0.345
56 C -4.665 -0.475 -0.148  -0.642
57 C -4.443 -1.476 -1.014  0.439
58 C -5.552 -2.072 -1.852  0.730
59 O -5.232 -2.973 -2.609  -0.295
60 C -6.894 -1.561 -1.702  -1.360
61 C -7.114 -0.561 -0.833  0.395
62 C -6.001 0.053 -0.007  1.001
63 O -6.315 0.966 0.736  -0.663
64 O -8.301 -0.024 -0.618  -0.592
65 O -3.252 -2.015 -1.207  -0.563
66 H -3.873 -0.047 0.454  0.465
67 H -7.681 -2.006 -2.294  0.503
68 H -8.162 0.674 0.054  0.377
69 H -3.354 -2.714 -1.886  0.205
70 C -1.174 -4.897 -4.906  -1.124
71 C -0.977 -5.912 -5.761  0.332
72 C -2.101 -6.509 -6.582  1.080
73 O -1.800 -7.415 -7.338  -0.630
74 C -3.437 -5.985 -6.417  -0.910
75 C -3.638 -4.973 -5.558  0.352
76 C -2.505 -4.357 -4.762  1.042
77 O -2.810 -3.427 -4.037  -0.577
78 O -4.821 -4.432 -5.324  -0.578
79 O 0.199 -6.478 -5.971  -0.579
80 H -0.376 -4.462 -4.320  0.454
81 H -4.237 -6.431 -6.991  0.445
82 H -4.692 -3.735 -4.646  0.296
83 H 0.044 -7.177 -6.639  0.373
84 C 8.954 2.313 -3.704  -1.054
85 C 8.228 1.839 -4.727  0.343
86 C 6.716 1.792 -4.692  1.028
87 O 6.158 1.357 -5.683  -0.630
88 C 6.035 2.256 -3.504  -0.920
89 C 6.759 2.729 -2.478  0.205
90 C 8.272 2.797 -2.522  1.100
91 O 8.829 3.258 -1.544  -0.612
92 O 6.228 3.171 -1.351  -0.479
93 O 8.754 1.374 -5.849  -0.572
94 H 10.033 2.352 -3.722  0.434
95 H 4.955 2.206 -3.482  0.479
96 H 6.975 3.449 -0.779  0.301
97 H 7.999 1.103 -6.409  0.377
98 C -7.945 -5.784 0.572  -0.888
99 C -6.831 -5.420 -0.081  0.346
100 C -5.609 -4.894 0.645  1.053
101 O -4.643 -4.614 -0.044  -0.572
102 C -5.659 -4.750 2.082  -1.195
103 C -6.776 -5.110 2.732  0.388
104 C -7.987 -5.665 2.012  1.088
105 O -8.939 -5.975 2.705  -0.631
106 O -6.924 -5.020 4.042  -0.581
107 O -6.701 -5.480 -1.395  -0.592
108 H -8.821 -6.162 0.064  0.445
109 H -4.789 -4.357 2.588  0.484
110 H -7.825 -5.352 4.236  0.376
111 H -5.808 -5.142 -1.609  0.252

SMILES string   C=C[Si@@](I)(CCCOC(C)=O)O[Si@@](CCN)(COC(F)(F)F)[C@H](C)CC.O=C1C=C(O)C(=O)C=C1O.O=C1C=C(O)C(=O)C=C1O.O=C1C=C(O)C(=O)C=C1O.O=C1C=C(O)C(=O)C=C1O
Charge   0
HOMO energy   -8.857 eV
Gap between HOMO and LUMO   7.24 eV
E_LUMO   -1.614 eV


Formula: C39H45N9O5PS5Sr
Source: OMol25
Level of theory: the ωB97M-V functional and the def2-TZVPD basis

Last column: Mulliken charge in e.
CARTESIAN COORDINATES (ANGSTROEM)
1 Sr 9.509 13.673 11.358  1.905
2 C 8.080 10.034 14.882  -0.774
3 C 7.364 10.839 15.792  -0.866
4 C 6.881 12.079 15.352  -0.912
5 C 7.006 12.453 13.998  0.681
6 N 7.693 11.662 13.162  0.465
7 C 8.189 10.494 13.574  -0.278
8 C 6.407 13.706 13.533  0.343
9 C 5.409 14.299 14.295  -0.764
10 C 4.710 15.369 13.726  -0.903
11 C 4.955 15.722 12.410  -0.744
12 C 6.080 15.162 11.785  0.476
13 N 6.859 14.245 12.346  0.833
14 C 6.277 15.528 10.378  -0.143
15 C 5.158 15.767 9.522  -0.922
16 C 5.384 16.216 8.224  -0.511
17 C 6.680 16.460 7.823  -1.019
18 C 7.691 15.920 8.607  0.193
19 N 7.504 15.454 9.836  1.074
20 H 8.578 9.102 15.153  0.440
21 H 7.243 10.511 16.801  0.430
22 H 6.373 12.750 16.018  0.454
23 H 8.701 9.915 12.812  0.432
24 H 5.233 13.896 15.302  0.210
25 H 3.935 15.922 14.315  0.316
26 H 4.445 16.537 11.872  0.518
27 H 4.135 15.513 9.825  0.454
28 H 4.563 16.534 7.556  0.386
29 H 6.935 16.932 6.886  0.480
30 H 8.709 15.941 8.207  -0.393
31 S 14.009 10.981 17.635  0.120
32 N 13.583 10.311 16.183  -0.683
33 C 12.852 11.205 15.538  0.172
34 C 12.524 11.071 14.156  0.707
35 C 13.071 10.109 13.349  -0.476
36 C 12.692 10.095 12.015  -1.068
37 C 11.805 11.063 11.532  -0.906
38 N 11.270 12.051 12.297  1.040
39 C 11.651 12.079 13.583  -0.334
40 C 11.218 13.190 14.423  -0.614
41 N 10.400 14.124 13.883  0.895
42 C 10.054 15.186 14.573  -1.025
43 C 10.560 15.514 15.801  -0.892
44 C 11.429 14.634 16.415  -0.975
45 C 11.780 13.432 15.744  0.495
46 C 12.695 12.446 16.257  0.735
47 N 13.287 12.460 17.466  -0.688
48 H 13.763 9.393 13.801  0.497
49 H 12.974 9.290 11.379  0.447
50 H 11.618 11.132 10.486  0.630
51 H 9.363 15.817 14.059  0.932
52 H 10.193 16.407 16.338  0.464
53 H 11.792 14.902 17.453  0.328
54 O 10.434 13.612 8.840  -0.651
55 S 11.390 14.755 9.009  1.002
56 O 11.053 15.269 10.419  -0.922
57 O 12.778 14.374 8.963  -0.674
58 S 11.020 16.038 7.573  -0.643
59 C 11.932 19.196 10.249  -0.996
60 C 10.910 20.308 10.082  0.591
61 C 11.338 21.550 10.846  -1.122
62 O 9.579 19.830 10.485  -0.504
63 P 9.159 19.011 11.834  0.035
64 S 7.285 19.400 12.090  -0.599
65 S 9.903 17.210 11.690  0.020
66 O 10.121 19.778 12.923  0.124
67 C 10.076 20.050 14.355  0.426
68 C 9.139 19.117 15.078  -0.905
69 C 11.512 19.851 14.861  -1.264
70 H 12.850 19.381 9.710  0.517
71 H 11.492 18.231 9.970  -0.056
72 H 12.258 19.176 11.301  0.131
73 H 10.786 20.536 9.022  0.383
74 H 11.392 21.379 11.935  0.001
75 H 10.684 22.386 10.609  0.298
76 H 12.323 21.874 10.543  0.465
77 H 9.745 21.091 14.437  0.146
78 H 9.535 18.080 14.967  -0.169
79 H 8.120 19.181 14.654  0.249
80 H 9.136 19.363 16.175  0.465
81 H 11.857 18.835 14.650  0.168
82 H 11.503 20.102 15.934  0.459
83 H 12.203 20.545 14.381  0.356
84 C 6.679 11.806 6.400  -0.868
85 C 7.938 11.057 6.765  -0.804
86 N 7.821 10.062 7.858  0.194
87 C 7.592 8.668 7.502  -0.780
88 C 6.262 8.366 6.812  -1.099
89 C 7.657 10.469 9.129  0.639
90 C 6.898 9.611 10.080  -1.379
91 N 8.172 11.517 9.696  -0.014
92 H 6.940 12.522 5.644  0.433
93 H 6.282 12.322 7.316  0.096
94 H 5.900 11.138 6.008  0.294
95 H 8.667 11.794 7.021  0.329
96 H 8.270 10.447 5.918  0.394
97 H 7.672 8.069 8.427  0.393
98 H 8.409 8.344 6.854  0.427
99 H 5.476 8.843 7.355  0.313
100 H 6.092 7.259 6.793  0.355
101 H 6.257 8.765 5.800  0.319
102 H 7.518 8.780 10.422  0.306
103 H 6.014 9.191 9.612  0.382
104 H 6.645 10.264 10.944  0.077
105 H 8.856 12.056 9.126  -0.005

Charge   -1
HOMO energy   -3.624 eV
Gap between HOMO and LUMO   4.19 eV
ΔE to the lowest compared entry with this formula, charge and spin   33.7 kcal/mol
E_LUMO   0.562 eV


Formula: C39H45N9O5PS5Sr
Source: OMol25
Level of theory: the ωB97M-V functional and the def2-TZVPD basis

Last column: Mulliken charge in e.
CARTESIAN COORDINATES (ANGSTROEM)
1 Sr -2.297 -17.009 11.088  1.341
2 C -1.643 -21.871 12.551  -0.742
3 C -0.347 -22.002 13.036  -0.685
4 C 0.500 -20.941 12.964  -0.628
5 C 0.079 -19.719 12.416  -0.137
6 N -1.237 -19.592 12.065  0.952
7 C -2.035 -20.637 11.929  -0.494
8 C 1.019 -18.628 12.144  0.137
9 C 2.363 -18.907 11.798  -0.348
10 C 3.254 -17.848 11.679  -1.007
11 C 2.795 -16.575 11.790  -0.502
12 C 1.432 -16.358 12.184  0.065
13 N 0.557 -17.371 12.171  0.807
14 C 0.845 -15.040 12.553  0.680
15 C 1.748 -14.052 13.026  -1.164
16 C 1.364 -12.753 13.224  -0.631
17 C -0.034 -12.484 13.093  -0.931
18 C -0.894 -13.569 12.733  -0.305
19 N -0.497 -14.806 12.446  0.732
20 H -2.325 -22.769 12.599  0.323
21 H 0.005 -22.859 13.547  0.467
22 H 1.487 -20.934 13.370  0.543
23 H -2.901 -20.576 11.262  0.278
24 H 2.683 -19.948 11.755  0.399
25 H 4.328 -17.994 11.430  0.229
26 H 3.454 -15.672 11.689  0.345
27 H 2.761 -14.382 13.073  0.598
28 H 2.085 -11.979 13.477  0.423
29 H -0.477 -11.493 13.175  0.427
30 H -1.968 -13.343 12.567  0.309
31 S -4.320 -10.149 6.692  0.101
32 N -3.183 -11.337 6.366  -0.713
33 C -3.268 -12.225 7.347  0.787
34 C -2.363 -13.346 7.532  0.747
35 C -1.291 -13.578 6.631  -1.439
36 C -0.410 -14.566 6.912  -0.317
37 C -0.520 -15.285 8.091  -0.970
38 N -1.603 -15.163 8.931  0.847
39 C -2.466 -14.184 8.676  -0.724
40 C -3.556 -13.881 9.638  -0.126
41 N -3.618 -14.604 10.792  1.003
42 C -4.626 -14.396 11.665  -0.501
43 C -5.486 -13.304 11.519  -0.734
44 C -5.431 -12.496 10.373  -0.711
45 C -4.481 -12.841 9.417  0.142
46 C -4.258 -11.954 8.306  0.896
47 N -4.869 -10.751 8.107  -0.636
48 H -1.227 -13.043 5.717  0.508
49 H 0.330 -14.829 6.145  0.688
50 H 0.224 -15.994 8.405  -0.002
51 H -4.736 -15.106 12.480  0.267
52 H -6.219 -12.989 12.296  0.369
53 H -6.208 -11.752 10.252  0.449
54 O -3.574 -20.149 9.146  -0.692
55 S -3.999 -18.718 9.040  0.746
56 O -4.609 -18.147 10.267  -0.684
57 O -2.843 -17.779 8.761  -0.534
58 S -5.307 -18.635 7.532  -0.682
59 C 0.657 -19.227 5.106  -1.257
60 C 0.389 -17.727 5.315  1.062
61 C 0.341 -16.988 3.994  -1.464
62 O 1.500 -17.030 6.120  -0.454
63 P 2.355 -17.652 7.395  0.305
64 S 3.448 -16.233 8.077  -0.596
65 S 1.174 -18.518 8.717  -0.197
66 O 3.215 -18.740 6.573  -0.285
67 C 4.172 -19.749 7.055  0.597
68 C 5.393 -19.024 7.635  -1.063
69 C 3.471 -20.694 7.988  -1.009
70 H -0.192 -19.694 4.678  0.511
71 H 0.935 -19.668 6.057  0.180
72 H 1.623 -19.332 4.582  0.253
73 H -0.554 -17.506 5.944  -0.020
74 H 1.298 -17.012 3.498  0.316
75 H 0.003 -15.967 4.141  0.348
76 H -0.422 -17.416 3.353  0.417
77 H 4.481 -20.307 6.104  0.150
78 H 5.142 -18.363 8.436  0.126
79 H 5.975 -18.446 6.842  0.249
80 H 6.072 -19.787 8.097  0.400
81 H 3.357 -20.157 8.987  -0.016
82 H 4.080 -21.581 8.130  0.531
83 H 2.455 -20.949 7.635  0.239
84 C -5.932 -15.526 15.690  -1.076
85 C -5.220 -16.865 15.878  -1.037
86 N -3.733 -16.807 15.774  0.163
87 C -3.077 -16.346 17.027  -0.811
88 C -2.537 -14.921 16.966  -0.990
89 C -3.064 -17.171 14.648  0.625
90 C -1.529 -17.370 14.743  -0.333
91 N -3.612 -17.243 13.463  -0.246
92 H -6.709 -15.534 14.889  0.346
93 H -5.291 -14.790 15.264  0.261
94 H -6.415 -15.108 16.569  0.308
95 H -5.493 -17.543 15.118  0.596
96 H -5.468 -17.363 16.837  0.565
97 H -2.358 -17.100 17.326  0.419
98 H -3.899 -16.334 17.755  0.451
99 H -1.534 -14.807 16.520  0.239
100 H -2.280 -14.618 17.974  0.438
101 H -3.310 -14.237 16.561  0.206
102 H -1.233 -17.692 15.724  0.515
103 H -1.062 -16.443 14.504  0.124
104 H -1.302 -18.165 13.969  -0.535
105 H -4.653 -17.296 13.457  -0.114

Charge   -1
HOMO energy   -3.169 eV
Gap between HOMO and LUMO   4.31 eV
ΔE to the lowest compared entry with this formula, charge and spin   40.3 kcal/mol
E_LUMO   1.142 eV


The following max |F| values (in eV Å⁻¹) correspond, in order, to the records above: 2.50 1.72 2.75 3.26.